Entry from the Open Molecules 2025 dataset: 11 unconnected molecules or ions with the total composition C15H54B2N20O11 in a non-equilibrium geometry (ωB97M-V with the def2-TZVPD basis set).

Geometry (Å):
C 0.859 -3.749 -1.307
C 0.608 -3.335 0.236
C -0.876 -2.779 0.508
C -1.942 -3.086 -0.649
B -0.782 -1.207 0.906
B -0.106 -0.039 -0.062
C -0.343 0.166 -1.653
O 0.844 0.883 0.594
H 1.980 -3.859 -1.429
H 0.493 -2.884 -1.964
H 0.266 -4.679 -1.584
H 1.420 -2.554 0.471
H 0.819 -4.235 0.913
H -1.263 -3.328 1.444
H -2.978 -2.856 -0.206
H -1.887 -4.188 -0.950
H -1.800 -2.422 -1.577
H -1.187 -0.848 1.974
H 0.416 -0.502 -2.201
H -1.403 -0.044 -2.009
H -0.082 1.256 -1.914
H 1.535 0.261 0.943
N -0.213 3.554 0.944
C -0.703 4.482 1.794
N -0.650 4.138 3.103
O -1.161 5.551 1.412
H 0.167 2.669 1.236
H -0.236 3.775 -0.040
H -1.006 4.805 3.768
H -0.279 3.266 3.436
N 4.862 -6.739 -2.619
C 4.216 -6.338 -1.500
N 4.662 -6.898 -0.353
O 3.297 -5.531 -1.524
H 5.615 -7.402 -2.622
H 4.555 -6.345 -3.493
H 4.205 -6.623 0.501
H 5.413 -7.563 -0.311
N 4.725 0.752 0.760
C 4.744 0.088 1.939
N 5.042 0.849 3.017
O 4.507 -1.109 2.025
H 4.914 1.734 0.667
H 4.505 0.216 -0.065
H 5.066 0.388 3.912
H 5.239 1.832 2.970
N -0.621 9.467 -1.515
C -0.152 8.336 -0.930
N -1.008 7.751 -0.067
O 0.962 7.887 -1.171
H -1.530 9.852 -1.333
H -0.012 9.935 -2.167
H -0.697 6.901 0.393
H -1.926 8.112 0.138
N -4.328 2.279 0.021
C -5.098 3.369 0.238
N -4.542 4.307 1.035
O -6.214 3.496 -0.254
H -3.411 2.158 0.411
H -4.707 1.558 -0.572
H -5.085 5.135 1.219
H -3.629 4.222 1.445
N 8.285 -4.210 0.615
C 7.260 -3.579 1.239
N 6.649 -2.624 0.501
O 6.919 -3.855 2.379
H 8.584 -4.001 -0.321
H 8.766 -4.928 1.132
H 5.877 -2.128 0.929
H 6.918 -2.387 -0.436
N -5.029 10.609 0.246
C -4.161 9.895 1.000
N -4.017 10.332 2.272
O -3.554 8.928 0.565
H -5.538 11.406 0.584
H -5.162 10.311 -0.707
H -3.378 9.824 2.862
H -4.506 11.123 2.650
N -5.642 4.079 -2.903
C -4.505 3.978 -3.628
N -4.543 4.585 -4.840
O -3.515 3.384 -3.223
H -6.464 4.560 -3.218
H -5.651 3.637 -1.989
H -3.712 4.531 -5.407
H -5.343 5.077 -5.193
N 1.167 -7.884 -2.050
C 1.485 -9.128 -2.476
N 0.708 -10.117 -1.973
O 2.403 -9.344 -3.254
H 0.419 -7.686 -1.411
H 1.725 -7.120 -2.401
H 0.915 -11.058 -2.268
H -0.050 -9.962 -1.334
N -2.360 -5.234 3.587
C -1.972 -6.223 2.748
N -2.152 -7.477 3.225
O -1.498 -6.001 1.644
H -2.752 -5.394 4.497
H -2.241 -4.286 3.266
H -1.876 -8.240 2.629
H -2.540 -7.682 4.128

LUMO   -0.19 eV
Frontier orbital gap   8.037 eV
Highest occupied orbital energy   -8.23 eV

Entry from the Open Molecules 2025 dataset: a molecular structure, C15H54F3HfN2O21S2 in a non-equilibrium geometry (ωB97M-V with the def2-TZVPD basis set).

Geometry (Å):
Hf -3.610 -0.094 1.219
S -0.831 1.050 1.674
O -1.685 0.828 0.549
O -1.759 0.357 2.556
O 0.472 0.362 1.615
O -0.710 2.444 2.059
C -1.735 -2.615 4.742
F -1.223 -3.120 3.684
F -1.608 -3.477 5.733
F -1.069 -1.531 5.122
S -3.599 -2.210 4.385
O -4.192 -3.502 4.088
O -4.114 -1.668 5.655
O -3.666 -1.275 3.271
C -4.211 -4.541 -2.078
O -4.406 -3.186 -2.384
C -4.706 -3.005 -3.795
C -4.492 -1.590 -4.317
N -3.384 -0.778 -3.818
C -2.087 -1.136 -4.431
C -0.845 -0.320 -3.812
O -0.688 -0.734 -2.461
C 0.586 -0.441 -1.919
H -5.122 -5.133 -1.992
H -3.538 -4.712 -1.238
H -3.732 -5.093 -2.887
H -5.743 -3.261 -4.012
H -3.908 -3.470 -4.373
H -5.372 -1.020 -4.019
H -4.635 -1.518 -5.395
H -3.604 0.169 -4.090
H -2.130 -0.858 -5.484
H -2.020 -2.221 -4.356
H -1.099 0.734 -3.924
H 0.068 -0.512 -4.375
H 0.565 -0.705 -0.862
H 0.719 0.637 -1.825
H 1.331 -0.994 -2.492
C 2.318 4.002 0.852
O 3.152 3.265 0.008
C 3.006 3.641 -1.378
C 4.117 2.958 -2.187
N 3.663 1.607 -2.583
C 4.717 0.859 -3.303
C 4.288 -0.578 -3.396
O 4.261 -1.230 -2.110
C 5.509 -1.745 -1.734
H 2.326 5.078 0.678
H 2.634 3.903 1.890
H 1.317 3.572 0.816
H 3.217 4.702 -1.511
H 2.022 3.429 -1.798
H 5.103 2.974 -1.721
H 4.212 3.460 -3.150
H 3.548 1.121 -1.706
H 5.734 0.977 -2.930
H 4.700 1.189 -4.342
H 5.046 -1.052 -4.019
H 3.301 -0.640 -3.853
H 5.702 -1.718 -0.661
H 6.358 -1.195 -2.139
H 5.618 -2.769 -2.090
O -2.053 -1.967 1.175
H -2.371 -2.842 0.954
H -1.138 -2.100 1.425
O 3.037 -1.852 0.351
H 2.793 -0.928 0.398
H 3.629 -1.906 -0.399
O -2.994 -0.744 -1.084
H -2.124 -0.584 -1.448
H -3.453 -1.233 -1.767
O -3.954 1.662 3.029
H -3.626 2.542 2.842
H -3.887 1.579 3.980
O -4.009 2.213 0.439
H -4.527 2.411 -0.341
H -3.873 3.062 0.859
O 0.211 4.737 2.980
H 0.026 5.432 2.348
H -0.072 3.934 2.544
O 2.771 0.815 0.355
H 2.922 1.746 0.193
H 1.913 0.781 0.779
O 0.545 -2.142 1.563
H 0.562 -1.193 1.687
H 1.433 -2.363 1.283
O -2.832 4.078 1.931
H -2.711 4.923 2.365
H -1.998 3.624 2.053
C 3.127 -0.236 5.809
C 1.939 -0.300 4.857
O 1.653 0.935 4.206
H 3.368 -1.235 6.172
H 3.101 0.400 6.693
H 3.993 0.122 5.253
H 1.131 -0.785 5.404
H 2.221 -0.986 4.058
H 1.162 0.731 3.407

Expectation value of S²   0.754
LUMO (alpha / beta)   -8.01 / -10.32 eV
Frontier orbital gap (alpha / beta)   5.050 / 2.734 eV
Net charge   +2
Highest occupied orbital energy (alpha / beta)   -13.06 / -13.06 eV
Spin multiplicity   2

Entry from the Open Molecules 2025 dataset: a molecular structure, C15H55AgO13 in a non-equilibrium geometry (ωB97M-V with the def2-TZVPD basis set).

Geometry (Å):
Ag -3.391 1.513 -0.047
C 0.360 -0.925 -1.232
C -0.352 -0.119 -0.153
C 0.782 0.497 0.740
O -1.205 0.807 -0.693
H 0.824 -0.294 -1.997
H -0.290 -1.606 -1.784
H 1.171 -1.524 -0.819
H -0.895 -0.766 0.546
H 0.416 1.264 1.419
H 1.598 0.843 0.109
H 1.198 -0.312 1.341
C 1.019 -1.928 3.917
O -0.385 -2.059 3.722
H 1.585 -1.735 2.998
H 1.182 -1.110 4.614
H 1.374 -2.873 4.334
H -0.545 -2.811 3.121
C -1.587 3.985 1.428
O -2.685 3.667 0.566
H -0.646 3.665 0.975
H -1.493 5.060 1.572
H -1.700 3.466 2.379
H -3.079 4.472 0.222
C 3.951 -2.407 0.017
O 3.872 -3.807 0.310
H 4.970 -2.076 0.212
H 3.766 -2.157 -1.030
H 3.235 -1.933 0.691
H 3.466 -4.253 -0.449
C -4.883 1.983 -3.151
O -3.772 2.126 -2.251
H -4.948 2.908 -3.722
H -4.794 1.098 -3.777
H -5.813 1.903 -2.590
H -2.965 2.095 -2.816
C 3.169 3.600 0.951
O 4.539 3.348 1.204
H 2.657 4.044 1.812
H 3.028 4.315 0.145
H 2.674 2.654 0.724
H 4.623 2.736 1.938
C -1.470 0.489 -4.483
O -1.440 1.585 -3.573
H -1.869 0.776 -5.454
H -0.515 -0.010 -4.671
H -2.139 -0.304 -4.126
H -1.059 1.191 -2.773
C 2.048 -4.216 -2.789
O 2.688 -5.228 -1.993
H 1.487 -3.607 -2.067
H 2.796 -3.627 -3.312
H 1.304 -4.674 -3.443
H 2.201 -6.052 -2.040
C 1.379 3.320 -2.251
O 0.491 3.405 -1.145
H 1.532 4.353 -2.572
H 2.355 2.935 -1.940
H 0.993 2.804 -3.132
H 0.043 2.556 -1.057
C 1.184 3.446 4.357
O 0.596 4.729 4.495
H 2.265 3.502 4.254
H 0.996 2.812 5.232
H 0.741 2.919 3.501
H -0.294 4.580 4.829
C -2.732 0.008 2.930
O -3.175 1.155 2.199
H -2.458 -0.818 2.280
H -1.929 0.276 3.611
H -3.543 -0.424 3.524
H -3.537 1.816 2.796
C 0.537 -4.177 0.930
O 0.040 -4.393 2.233
H -0.254 -4.086 0.177
H 1.125 -3.258 0.854
H 1.090 -5.050 0.581
H 0.582 -5.033 2.699
C -2.143 -3.609 -2.036
O -2.188 -3.282 -3.409
H -1.319 -4.297 -1.818
H -2.068 -2.713 -1.410
H -3.052 -4.144 -1.767
H -1.321 -3.012 -3.720

Expectation value of S²   0.755
Energy above the lowest of the compared OMol25 structures with the same formula, charge and spin   0.000 eV
LUMO (alpha / beta)   -2.76 / -6.04 eV
Frontier orbital gap (alpha / beta)   9.511 / 6.228 eV
Net charge   +1
Highest occupied orbital energy (alpha / beta)   -12.27 / -12.27 eV
Spin multiplicity   2

Entry from the Open Molecules 2025 dataset: 16 unconnected molecules or ions with the total composition C15H64N31O15 in a non-equilibrium geometry (ωB97M-V with the def2-TZVPD basis set).

Geometry (Å):
N 7.036 5.914 -20.597
H 6.138 6.272 -20.887
H 7.555 5.810 -21.457
H 6.995 4.955 -20.283
H 7.302 6.509 -19.825
C 8.587 6.481 -27.585
O 8.308 7.614 -27.943
N 9.056 6.167 -26.432
N 8.478 5.478 -28.415
H 9.242 6.929 -25.795
H 9.119 5.253 -26.007
H 8.197 5.757 -29.345
H 8.862 4.614 -28.061
C 9.404 4.135 -22.532
O 8.591 4.861 -23.050
N 10.021 4.510 -21.368
N 9.809 2.970 -22.987
H 10.748 3.943 -20.956
H 9.808 5.459 -21.094
H 9.597 2.823 -23.964
H 10.577 2.419 -22.632
C 11.075 5.684 -16.888
O 10.337 5.485 -17.816
N 10.605 5.872 -15.713
N 12.388 5.773 -17.001
H 11.165 6.162 -14.924
H 9.637 6.138 -15.600
H 13.023 5.851 -16.220
H 12.829 5.451 -17.851
C 13.343 8.797 -22.398
O 13.165 9.916 -22.075
N 14.496 8.275 -22.759
N 12.325 8.053 -22.567
H 15.328 8.752 -22.443
H 14.498 7.268 -22.842
H 11.509 8.287 -22.019
H 12.381 7.140 -22.995
C 5.406 3.141 -22.661
O 4.930 4.027 -22.008
N 5.011 2.937 -23.901
N 6.349 2.477 -22.063
H 5.599 2.274 -24.386
H 4.597 3.718 -24.391
H 6.859 1.760 -22.558
H 6.399 2.792 -21.104
C 3.793 7.146 -18.847
O 4.450 7.351 -19.840
N 3.927 7.832 -17.784
N 2.952 6.224 -18.668
H 3.499 7.666 -16.884
H 4.786 8.355 -17.875
H 2.727 5.602 -19.431
H 2.471 6.314 -17.784
C 1.986 3.054 -20.255
O 1.208 2.514 -19.502
N 3.212 3.372 -19.812
N 1.880 3.479 -21.514
H 3.508 3.386 -18.846
H 3.918 3.627 -20.487
H 0.969 3.394 -21.941
H 2.724 3.773 -21.985
C 12.280 2.407 -19.116
O 12.267 2.899 -20.275
N 11.443 2.660 -18.155
N 13.154 1.597 -18.565
H 11.486 2.249 -17.233
H 10.815 3.404 -18.424
H 12.716 0.883 -18.001
H 14.097 1.542 -18.924
C 7.550 7.632 -17.189
O 7.032 7.355 -18.250
N 8.147 8.720 -16.810
N 7.305 6.958 -16.157
H 8.530 8.573 -15.887
H 8.466 9.469 -17.408
H 6.579 6.337 -16.484
H 7.346 7.435 -15.267
C 5.212 10.993 -19.654
O 4.726 11.087 -18.512
N 5.261 9.866 -20.275
N 5.604 11.970 -20.354
H 4.890 9.040 -19.827
H 5.803 9.835 -21.127
H 5.240 12.888 -20.139
H 5.981 11.828 -21.280
C 9.173 8.231 -21.511
O 9.927 7.355 -21.250
N 8.459 8.333 -22.581
N 8.892 9.197 -20.699
H 8.727 7.566 -23.181
H 8.005 9.201 -22.827
H 9.448 9.313 -19.864
H 8.099 9.790 -20.896
C 9.731 -0.454 -19.284
O 10.117 -0.717 -20.452
N 10.370 -0.912 -18.301
N 8.560 -0.007 -19.013
H 11.264 -1.381 -18.319
H 9.879 -0.791 -17.426
H 7.934 0.438 -19.668
H 8.273 0.260 -18.082
C 2.682 5.786 -25.020
O 3.553 5.055 -25.440
N 1.500 6.080 -25.560
N 2.501 5.780 -23.749
H 0.789 6.561 -25.027
H 1.422 5.779 -26.521
H 1.778 6.308 -23.281
H 3.150 5.168 -23.274
C 7.230 2.876 -18.642
O 6.801 3.507 -19.598
N 8.473 3.037 -18.191
N 6.542 2.020 -17.907
H 8.779 2.696 -17.291
H 8.934 3.890 -18.474
H 6.889 1.443 -17.154
H 5.584 1.906 -18.205
C 5.473 7.908 -23.493
O 6.173 7.927 -24.481
N 4.630 8.872 -23.133
N 5.337 6.905 -22.642
H 4.409 9.597 -23.800
H 4.041 8.685 -22.334
H 5.716 5.999 -22.881
H 4.551 7.055 -22.026

LUMO   -2.70 eV
Frontier orbital gap   7.714 eV
Net charge   +1
Highest occupied orbital energy   -10.41 eV

Entry from the Open Molecules 2025 dataset: a molecular structure, C15H6N4PdS6 (ωB97M-V with the def2-TZVPD basis set).

Geometry (Å):
Pd 0.195 1.295 -0.842
S -0.751 -4.977 3.235
N -0.616 -3.447 3.708
C -0.466 -2.721 2.611
C -0.307 -1.282 2.568
C -0.293 -0.473 3.707
C -0.136 0.886 3.560
C 0.005 1.412 2.281
N -0.007 0.654 1.190
C -0.160 -0.685 1.316
C -0.167 -1.480 0.091
N -0.019 -0.821 -1.081
C -0.020 -1.509 -2.218
C -0.167 -2.890 -2.257
C -0.319 -3.577 -1.074
C -0.320 -2.866 0.129
C -0.472 -3.490 1.426
N -0.627 -4.787 1.643
H -0.406 -0.929 4.682
H -0.119 1.548 4.414
H 0.130 2.478 2.141
H 0.101 -0.947 -3.135
H -0.161 -3.400 -3.210
H -0.437 -4.652 -1.054
S 1.104 7.315 -4.755
C 0.895 5.913 -3.844
S 0.785 5.949 -2.123
C 0.587 4.242 -1.929
C 0.581 3.485 -3.094
S 0.402 1.799 -3.143
S 0.772 4.356 -4.576
S 0.416 3.601 -0.368

Expectation value of S²   6.029
Energy above the lowest of the compared OMol25 structures with the same formula, charge and spin   0.000 eV
LUMO (alpha / beta)   -7.70 / -10.00 eV
Frontier orbital gap (alpha / beta)   6.425 / 4.429 eV
Net charge   +2
Highest occupied orbital energy (alpha / beta)   -14.13 / -14.43 eV
Spin multiplicity   5